Record 1
Entry from the Open Molecules 2025 dataset: a molecular structure, C4H4OSr (ωB97M-V/def2-TZVPD).

Properties
electronic energy	-260.40257	Ha
expectation value of S²	0.755
molar mass	155.695	g/mol
spin multiplicity	2
total charge	+1
relative energy (zero: lowest compared OMol25 entry of this formula, charge and spin)	0.0000	eV
Kohn-Sham gap (alpha / beta)	6.72 / 8.10	eV
LUMO (alpha / beta)	-4.7 / -4.8	eV

Each line ends with the Löwdin spin population.
Cartesian coordinates (Å):
O (-0.6743, -1.2756, 0.3764)  0.023
C (-0.3346, -0.6224, 1.3971)  0.035
C (0.4904, 0.5621, 1.2718)  0.084
C (1.8913, 0.6261, 0.6614)  0.103
C (0.7481, 1.0655, -0.1332)  0.635
H (0.3633, 0.9234, 2.3490)  0.014
H (-0.8463, -0.8362, 2.3517)  0.002
H (2.4034, -0.3147, 0.4197)  0.019
H (2.5411, 1.3588, 1.1563)  0.024
Sr (-0.5856, -0.2399, -1.6463)  0.061

---

Record 2
Entry from the Open Molecules 2025 dataset: 2 unconnected molecules or ions with the total composition CH10NSi2 (ωB97M-V/def2-TZVPD).

Properties
electronic energy	-677.40805	Ha
molar mass	92.270	g/mol
total charge	+1
relative energy (zero: lowest compared OMol25 entry of this formula, charge and spin)	2.4585	eV
Kohn-Sham gap	10.18	eV
LUMO	-4.8	eV

Each line ends with the Löwdin charge.
Cartesian coordinates (Å):
C (-0.0876, -0.0807, -0.1794)  -0.710
N (0.1578, -1.5039, 0.4287)  0.078
Si (-1.6569, 0.7807, 0.0505)  0.579
Si (1.5431, 0.7853, -0.1292)  0.612
H (0.0650, -0.5152, -1.8975)  0.256
H (0.9745, -1.7851, -0.1370)  0.107
H (-0.6019, -2.1761, 0.3709)  0.147
H (0.3674, -1.4755, 1.4939)  0.204
H (-2.7938, -0.1758, -0.0369)  -0.060
H (-1.6898, 1.1388, 1.4598)  -0.062
H (-1.6541, 1.9707, -0.9956)  0.002
H (1.5302, 1.3840, 1.1692)  -0.053
H (1.5048, 1.9434, -0.9686)  -0.049
H (2.3416, -0.2905, -0.6289)  -0.049

---

Record 3
Entry from the Open Molecules 2025 dataset: a molecular structure, C15H17Cl3N2O2Zn (ωB97M-V/def2-TZVPD).

Properties
electronic energy	-4001.66905	Ha
molar mass	429.062	g/mol
total charge	0
relative energy (zero: lowest compared OMol25 entry of this formula, charge and spin)	0.0000	eV
Kohn-Sham gap	8.90	eV
LUMO	-0.2	eV

Each line ends with the Löwdin charge.
Cartesian coordinates (Å):
C (3.0253, -0.7570, 1.6309)  -0.248
C (0.0768, -2.1417, -2.1648)  -0.187
H (3.7009, 0.0704, 1.3881)  -0.022
H (3.6116, -1.6911, 1.6431)  -0.024
H (2.5673, -0.6273, 2.6197)  -0.009
H (0.0742, -1.7541, -3.1907)  0.057
H (-0.3261, -1.3553, -1.5194)  0.018
H (1.1261, -2.3379, -1.8987)  0.052
C (1.3451, 1.8178, 1.6192)  -0.165
C (0.9473, 2.9632, 2.3158)  -0.056
C (-0.1948, 3.6307, 1.8842)  -0.050
C (-0.8545, 3.1334, 0.7643)  -0.001
H (2.2334, 1.2823, 1.9367)  0.054
H (1.5483, 3.2793, 3.1638)  0.108
H (-0.5606, 4.5210, 2.3912)  0.111
H (-1.7292, 3.6230, 0.3470)  0.105
N (0.6859, 1.2888, 0.5866)  0.100
C (-0.3626, 1.9872, 0.1070)  -0.211
C (-0.9569, 1.6086, -1.1937)  -0.240
N (-0.1619, 1.0070, -2.0794)  0.109
C (-0.6133, 0.7880, -3.3115)  -0.149
C (-2.7741, 1.7134, -2.7986)  -0.054
C (-1.9150, 1.1211, -3.7279)  -0.051
H (0.0753, 0.2869, -3.9971)  0.104
H (-2.2180, 0.8963, -4.7473)  0.101
C (-2.2951, 1.9441, -1.5091)  -0.010
H (-2.9074, 2.3695, -0.7191)  0.108
H (-3.7964, 1.9914, -3.0571)  0.109
Zn (1.7067, -1.0823, 0.2202)  0.891
C (-0.7622, -3.4080, -2.0502)  -0.139
H (-0.4890, -4.1326, -2.8222)  0.064
H (-1.8234, -3.1740, -2.1684)  0.074
H (-0.6337, -3.8740, -1.0703)  0.064
Cl (-3.1623, -1.3041, 2.8235)  0.610
C (-1.4167, -1.5246, 2.7017)  -1.492
Cl (-0.5714, -0.2175, 3.5857)  0.616
Cl (-0.9528, -3.1053, 3.3522)  0.609
C (-0.9403, -1.3693, 1.2000)  -0.753
O (-1.5968, -0.6741, 0.4256)  0.007
O (0.1565, -2.0324, 0.9474)  -0.211

---

Record 4
Entry from the Open Molecules 2025 dataset: 14 unconnected molecules or ions with the total composition C84H100N4O48 (ωB97M-V/def2-TZVPD).

Properties
electronic energy	-7090.82620	Ha
molar mass	1933.704	g/mol
total charge	0
Kohn-Sham gap	6.34	eV
LUMO	-2.3	eV

Each line ends with the Löwdin charge.
Cartesian coordinates (Å):
C (15.4541, -24.8970, -2.4801)  -0.119
O (14.2120, -24.5140, -1.9633)  -0.189
C (13.6642, -23.2946, -2.5207)  -0.183
C (12.5187, -22.6768, -1.6490)  -0.208
N (13.0030, -22.4780, -0.3011)  -0.064
C (11.9149, -22.4885, 0.6743)  -0.194
C (11.0764, -21.1358, 0.9333)  -0.188
O (10.0727, -21.1130, -0.0801)  -0.218
C (9.2245, -19.9750, -0.0591)  -0.101
H (16.1811, -24.2782, -1.9540)  0.077
H (15.5137, -24.5636, -3.5161)  0.066
H (15.8130, -25.9128, -2.3144)  0.093
H (13.2080, -23.4148, -3.5034)  0.110
H (14.4027, -22.4928, -2.5270)  0.114
H (11.6939, -23.3892, -1.6326)  0.110
H (12.0791, -21.8210, -2.1614)  0.118
H (13.5692, -23.2223, 0.0804)  0.099
H (12.3504, -22.8646, 1.6000)  0.106
H (11.1978, -23.2877, 0.4868)  0.108
H (11.7277, -20.2624, 0.9644)  0.111
H (10.7003, -21.1866, 1.9551)  0.106
H (8.5195, -20.0497, -0.8869)  0.089
H (9.9007, -19.1226, -0.1252)  0.082
H (8.7039, -19.9282, 0.8974)  0.082
C (24.2437, -24.5746, -10.4327)  -0.078
O (23.8225, -25.9141, -10.4261)  -0.203
C (24.7344, -26.7317, -11.0268)  -0.251
C (24.1865, -28.1971, -11.1272)  -0.175
N (24.5226, -28.9234, -9.8967)  -0.068
C (23.8259, -30.2493, -9.7886)  -0.150
C (23.9680, -30.9721, -8.4064)  -0.207
O (25.2690, -31.4562, -8.3101)  -0.201
C (25.6232, -32.5018, -7.4321)  -0.102
H (23.4180, -23.9499, -10.0920)  0.073
H (24.4151, -24.2443, -11.4573)  0.096
H (25.0536, -24.5553, -9.7034)  0.101
H (25.7314, -26.6654, -10.5911)  0.130
H (24.7589, -26.4771, -12.0863)  0.115
H (24.6514, -28.6139, -12.0207)  0.116
H (23.1045, -28.0718, -11.1677)  0.109
H (25.5006, -29.1560, -9.9941)  0.117
H (24.2298, -30.9211, -10.5459)  0.117
H (22.7638, -30.1115, -9.9911)  0.106
H (23.3294, -31.8483, -8.5184)  0.117
H (23.6513, -30.4170, -7.5234)  0.118
H (25.1822, -33.4822, -7.6122)  0.085
H (25.3842, -32.1614, -6.4246)  0.085
H (26.7032, -32.6459, -7.4007)  0.086
C (17.0927, -18.6804, -12.1477)  -0.121
O (16.8999, -20.0592, -12.2635)  -0.190
C (15.5988, -20.5037, -12.0949)  -0.187
C (15.4378, -22.1172, -12.2610)  -0.186
N (15.3747, -22.4744, -13.6138)  -0.076
C (14.8446, -23.8168, -13.8889)  -0.206
C (14.9905, -24.0554, -15.3447)  -0.202
O (16.3990, -24.2046, -15.6657)  -0.222
C (16.5729, -24.4314, -17.0522)  -0.097
H (18.1527, -18.4961, -12.3221)  0.088
H (16.9150, -18.2156, -11.1779)  0.083
H (16.5351, -18.1869, -12.9436)  0.089
H (14.8542, -19.8312, -12.5207)  0.123
H (15.4177, -20.4210, -11.0233)  0.074
H (14.4910, -22.4169, -11.8117)  0.099
H (16.2200, -22.7083, -11.7848)  0.099
H (16.2728, -22.3720, -14.0646)  0.115
H (13.8031, -23.8896, -13.5756)  0.127
H (15.3419, -24.5517, -13.2558)  0.120
H (14.5017, -23.2579, -15.9044)  0.133
H (14.4099, -24.9698, -15.4664)  0.125
H (16.5084, -23.5595, -17.7031)  0.090
H (15.7648, -25.0922, -17.3660)  0.087
H (17.5040, -24.9696, -17.2291)  0.089
C (19.8170, -24.9610, -10.7571)  -0.086
O (19.2841, -24.3525, -9.6237)  -0.217
C (17.8449, -24.3548, -9.6201)  -0.152
C (17.3031, -23.6573, -8.3371)  -0.158
N (17.5773, -24.3822, -7.1015)  -0.044
C (17.4569, -23.5171, -5.9513)  -0.171
C (18.3171, -24.0931, -4.8306)  -0.155
O (19.5670, -23.3858, -4.5663)  -0.210
C (20.2984, -23.8333, -3.4009)  -0.085
H (19.4415, -24.5691, -11.7023)  0.087
H (19.5918, -26.0231, -10.6599)  0.088
H (20.9069, -24.9634, -10.7393)  0.090
H (17.4452, -25.3037, -9.9778)  0.109
H (17.5321, -23.6435, -10.3846)  0.101
H (16.2902, -23.2934, -8.5095)  0.101
H (17.8970, -22.7472, -8.4214)  0.100
H (18.5493, -24.6537, -7.1427)  0.087
H (16.3795, -23.4874, -5.7887)  0.122
H (17.8830, -22.5426, -6.1895)  0.117
H (18.4766, -25.1697, -4.8903)  0.123
H (17.7474, -23.9744, -3.9089)  0.097
H (20.5921, -24.8752, -3.5287)  0.067
H (19.8073, -23.8951, -2.4298)  0.081
H (21.1979, -23.2185, -3.4335)  0.090
C (19.3724, -18.4694, -3.0253)  0.061
C (19.0718, -19.7677, -2.9782)  -0.199
C (18.6047, -20.5302, -1.7721)  -0.307
O (18.5713, -21.7443, -1.6866)  0.121
C (18.1972, -19.6028, -0.7178)  0.077
C (18.3777, -18.2563, -0.7520)  -0.165
C (19.1309, -17.5658, -1.8905)  -0.287
O (19.5019, -16.3942, -1.8678)  0.110
O (17.9580, -17.4413, 0.2776)  0.086
O (19.4616, -20.6018, -3.9943)  0.068
H (19.6262, -18.0187, -3.9734)  0.122
H (17.6859, -20.1322, 0.0726)  0.133
H (18.2677, -16.5366, 0.1917)  0.107
H (19.2913, -21.4571, -3.5929)  0.060
C (19.0822, -28.5906, -14.7177)  0.080
C (20.4375, -28.7267, -14.4642)  -0.198
C (21.3609, -27.6467, -14.3152)  -0.337
O (22.5810, -27.8772, -14.3299)  0.091
C (20.7238, -26.3475, -14.2280)  0.083
C (19.3597, -26.1698, -14.4260)  -0.168
C (18.3578, -27.2864, -14.7049)  -0.221
O (17.0979, -27.0284, -14.8487)  0.056
O (18.7903, -24.9352, -14.2772)  0.081
O (21.1214, -29.9149, -14.4029)  0.101
H (18.4956, -29.4974, -14.7249)  0.106
H (21.4015, -25.5234, -14.0609)  0.131
H (17.9076, -24.9457, -14.6546)  0.059
H (22.0425, -29.6545, -14.3293)  0.087
C (13.4712, -22.7539, -8.7244)  0.056
C (12.5122, -22.5532, -7.8106)  -0.183
C (11.8001, -23.5941, -7.0241)  -0.266
O (10.9948, -23.5348, -6.0586)  0.088
C (12.2724, -24.9215, -7.4578)  0.064
C (13.1226, -25.1030, -8.4521)  -0.204
C (13.8095, -24.0356, -9.2485)  -0.327
O (14.6829, -24.2249, -10.0627)  0.111
O (13.4377, -26.3757, -8.8335)  0.089
O (12.1593, -21.2449, -7.5417)  0.087
H (13.8292, -21.8524, -9.1993)  0.128
H (11.9270, -25.8105, -6.9512)  0.141
H (14.1630, -26.3938, -9.4621)  0.069
H (11.5529, -21.2774, -6.7982)  0.105
C (23.3838, -21.8426, -7.7727)  0.039
C (24.1819, -22.0881, -6.7523)  -0.218
C (23.9055, -23.0703, -5.6606)  -0.280
O (24.4566, -23.0939, -4.5560)  0.120
C (22.8120, -23.9932, -6.0588)  0.085
C (21.9366, -23.7528, -7.0772)  -0.161
C (22.1314, -22.5422, -7.9941)  -0.279
O (21.3414, -22.1307, -8.8700)  0.093
O (20.9300, -24.6126, -7.4187)  0.081
O (25.3618, -21.4150, -6.5262)  0.090
H (23.6444, -21.1053, -8.5176)  0.139
H (22.7364, -24.8816, -5.4494)  0.106
H (20.5859, -24.4006, -8.2895)  0.061
H (25.4450, -20.7717, -7.2339)  0.110
C (14.6219, -29.3305, -12.0020)  0.095
C (15.7033, -28.6925, -11.5519)  -0.226
C (17.0647, -29.1327, -11.8179)  -0.327
O (18.0908, -28.6388, -11.3492)  0.106
C (17.1492, -30.3495, -12.6409)  0.070
C (16.0436, -31.0002, -13.1579)  -0.151
C (14.6573, -30.5156, -12.8880)  -0.300
O (13.6637, -31.0100, -13.4027)  0.121
O (16.1113, -32.1882, -13.9072)  0.076
O (15.5943, -27.5338, -10.8285)  0.085
H (13.7031, -28.9999, -11.5408)  0.139
H (18.0925, -30.8435, -12.8213)  0.131
H (15.2202, -32.5066, -14.0694)  0.098
H (16.4920, -27.3775, -10.5265)  0.076
C (22.7587, -27.3585, -5.6559)  0.052
C (22.7925, -27.4899, -7.0333)  -0.145
C (21.6289, -27.8019, -7.9233)  -0.344
O (21.5700, -27.9482, -9.0955)  0.152
C (20.4711, -28.1564, -7.0785)  0.079
C (20.3481, -27.9215, -5.7472)  -0.192
C (21.5277, -27.5064, -4.8953)  -0.302
O (21.3917, -27.3339, -3.6672)  0.067
O (19.1659, -28.1894, -5.1089)  0.078
O (24.0160, -27.2578, -7.6951)  0.057
H (23.6642, -27.1713, -5.0979)  0.131
H (19.5806, -28.4479, -7.6156)  0.109
H (19.2885, -28.0759, -4.1636)  0.105
H (23.9682, -27.7021, -8.5448)  0.029
C (24.0443, -18.5102, -4.9129)  0.080
C (23.1628, -19.3758, -4.2842)  -0.199
C (23.1456, -19.5890, -2.7729)  -0.270
O (22.2798, -20.1761, -2.1193)  0.095
C (24.2641, -18.8827, -2.0925)  0.054
C (25.0842, -18.0171, -2.6841)  -0.198
C (25.0990, -17.6763, -4.1836)  -0.219
O (25.7831, -16.8233, -4.8500)  0.061
O (26.1711, -17.4953, -2.0203)  0.082
O (22.1469, -19.9351, -4.9721)  0.083
H (23.9596, -18.3662, -5.9799)  0.119
H (24.2503, -19.1301, -1.0413)  0.123
H (26.2921, -18.0458, -1.2431)  0.109
H (21.6020, -20.4399, -4.3640)  0.075
C (15.0028, -29.4481, -5.7996)  0.073
C (15.1883, -30.6366, -6.3919)  -0.222
C (16.2159, -30.9247, -7.4470)  -0.287
O (16.4880, -32.0568, -7.8279)  0.104
C (16.8233, -29.6660, -8.0182)  0.091
C (16.7078, -28.4904, -7.3147)  -0.217
C (15.8656, -28.3017, -6.0995)  -0.275
O (15.7530, -27.2203, -5.4633)  0.081
O (17.2795, -27.3753, -7.8573)  0.066
O (14.5086, -31.7445, -6.0060)  0.097
H (14.3146, -29.5369, -4.9720)  0.138
H (17.5371, -29.6560, -8.8286)  0.115
H (17.1582, -26.6840, -7.2024)  0.068
H (14.8751, -32.5184, -6.4401)  0.105
C (18.1334, -18.5839, -6.5178)  0.053
C (16.7946, -18.7755, -6.4659)  -0.168
C (16.0227, -19.7153, -7.3689)  -0.294
O (14.8328, -20.0014, -7.2095)  0.095
C (16.7988, -20.1636, -8.5148)  0.051
C (18.1296, -19.9852, -8.5759)  -0.237
C (18.9228, -19.2475, -7.4968)  -0.274
O (20.1740, -19.1683, -7.4449)  0.094
O (18.8677, -20.3115, -9.6053)  0.131
O (16.1115, -18.0722, -5.5015)  0.086
H (18.5184, -17.9716, -5.7157)  0.118
H (16.1975, -20.7262, -9.2136)  0.107
H (19.6789, -19.7993, -9.5723)  0.119
H (15.1861, -18.3158, -5.4243)  0.109
C (25.3333, -22.7848, -1.0538)  0.068
C (25.7496, -23.9806, -1.5816)  -0.157
C (24.8162, -25.1136, -1.9724)  -0.393
O (25.1955, -26.0942, -2.5638)  0.119
C (23.5451, -24.8421, -1.4597)  0.064
C (23.1086, -23.6642, -0.8510)  -0.206
C (24.0042, -22.5005, -0.4976)  -0.341
O (23.6163, -21.4807, -0.0082)  0.121
O (21.8610, -23.4763, -0.5518)  0.132
O (27.0713, -24.2539, -1.9211)  0.079
H (25.9995, -21.9923, -0.7464)  0.122
H (22.8622, -25.6085, -1.7955)  0.124
H (21.6713, -22.5711, -0.2945)  0.123
H (27.1146, -24.9724, -2.5563)  0.100

---

Number 1: strongest force on any atom 0.07531 hartree/bohr. Number 2: strongest force on any atom 0.10128 hartree/bohr. Number 3: strongest force on any atom 0.03495 hartree/bohr. Number 4: strongest force on any atom 0.10953 hartree/bohr.